[1]
Molecular formula: C26H34N8O4SV
Method: DFT, ωB97M-V with the def2-TZVPD basis set

Each line ends with the Löwdin spin population.
Element x y z (Å)
V 0.362 0.383 0.579  1.000
N -6.724 3.708 0.120  0.000
C -5.576 3.264 0.769  0.000
C -4.390 3.074 0.054  0.000
C -3.236 2.680 0.703  0.000
C -3.254 2.472 2.077  0.000
C -4.426 2.644 2.796  0.000
C -5.579 3.045 2.146  0.000
S -1.782 1.975 2.904  0.000
O -0.786 3.022 2.722  0.001
O -2.130 1.636 4.257  0.000
N -1.192 0.739 2.074  0.002
C -1.865 -0.398 1.791  -0.001
N -1.113 -1.144 0.931  0.001
C -1.621 -2.293 0.520  -0.009
C -2.866 -2.730 0.950  -0.001
C -3.551 -1.894 1.816  -0.010
N -3.070 -0.729 2.244  0.001
H -6.764 3.514 -0.867  0.000
H -7.591 3.500 0.588  0.000
H -4.379 3.233 -1.018  0.000
H -2.332 2.503 0.135  0.000
H -4.423 2.450 3.860  0.000
H -6.496 3.184 2.707  0.000
H -1.018 -2.869 -0.174  -0.001
H -3.284 -3.668 0.616  0.000
H -4.536 -2.164 2.184  -0.001
N 0.981 2.514 0.242  0.003
C 2.421 2.818 0.270  0.001
C 2.979 2.805 1.685  0.000
C 2.936 1.453 2.382  0.000
N 1.552 0.993 2.513  -0.002
H 0.585 2.788 -0.650  0.001
H 0.487 3.047 0.961  0.001
H 2.625 3.800 -0.171  0.000
H 2.924 2.068 -0.345  0.000
H 2.436 3.535 2.296  0.000
H 4.017 3.144 1.642  0.000
H 3.427 1.539 3.358  0.000
H 3.491 0.716 1.796  0.000
H 0.987 1.700 2.978  0.001
H 1.493 0.153 3.077  0.000
O -0.996 0.910 -1.087  0.001
C -0.086 0.602 -1.905  0.007
O 1.036 0.201 -1.487  0.007
C -0.335 0.725 -3.375  0.000
C -1.572 1.160 -3.835  0.001
C -1.802 1.283 -5.197  0.000
C -0.796 0.969 -6.101  0.001
C 0.441 0.532 -5.643  0.000
C 0.671 0.409 -4.282  0.001
H -2.342 1.393 -3.111  0.000
H -2.765 1.622 -5.556  0.000
H -0.975 1.064 -7.164  0.000
H 1.224 0.287 -6.350  0.000
H 1.626 0.072 -3.901  0.000
N 1.737 -1.172 0.785  -0.005
C 2.490 -2.050 0.702  -0.003
N 3.344 -3.043 0.603  0.004
C 3.039 -4.337 1.237  -0.001
C 3.943 -5.409 0.647  0.000
C 3.886 -5.382 -0.879  0.000
C 4.290 -4.004 -1.452  0.000
C 4.458 -2.965 -0.349  -0.001
H 1.993 -4.586 1.039  0.000
H 3.168 -4.260 2.319  0.000
H 3.619 -6.379 1.026  0.000
H 4.969 -5.267 0.994  0.000
H 2.866 -5.623 -1.189  0.000
H 4.525 -6.166 -1.286  0.000
H 3.530 -3.653 -2.151  0.000
H 5.226 -4.071 -2.009  0.000
H 4.477 -1.955 -0.754  0.000
H 5.395 -3.115 0.193  0.000

The highest occupied orbital energy (spin up / spin down) is -0.217 / -0.187 Eh. The total energy comes out at -84150.2830 eV. As for the gap between HOMO and LUMO (spin up / spin down): 6.30 / 5.47 eV. Its LUMO energy (spin up / spin down) is 0.38 / 0.38 eV. The spin multiplicity is 2.


[2]
Molecular formula: C2H6O4
Method: DFT, ωB97M-V with the def2-TZVPD basis set

Each line ends with the natural charge from an NBO analysis.
Element x y z (Å)
O -1.764 -1.247 -0.602  -0.650
C -2.016 -0.185 -0.089  0.992
O -3.225 0.262 0.207  -0.693
O -1.049 0.696 0.211  -0.726
H -3.949 -0.385 0.348  0.519
H -0.127 0.610 -0.080  0.531
C 2.186 0.183 0.236  -0.288
O 1.430 0.196 -0.981  -0.712
H 3.328 -0.074 0.164  0.183
H 1.745 -0.506 0.922  0.175
H 2.023 1.221 0.725  0.188
H 1.418 -0.772 -1.062  0.481

The highest occupied orbital energy is -0.386 Eh. The total energy comes out at -10360.8704 eV. The structure (SMILES) is O=C(O)O.CO. As for the gap between HOMO and LUMO: 11.11 eV. Its LUMO energy is 0.60 eV.


[3]
Molecular formula: C14H28N6O5
Method: DFT, ωB97M-V with the def2-TZVPD basis set

Each line ends with the natural charge from an NBO analysis.
Element x y z (Å)
C -0.471 2.164 4.319  -0.753
C -0.364 0.682 4.148  0.812
O -1.298 -0.041 4.255  -0.564
O 0.872 0.157 3.886  -0.540
C 1.380 0.554 2.607  -0.077
C 0.606 -0.152 1.490  -0.460
C 1.422 -0.428 0.221  -0.420
C 0.954 0.396 -0.987  0.143
C 1.703 0.206 -2.325  -0.426
C 2.525 -1.060 -2.568  0.104
C 1.754 -2.369 -2.598  -0.653
O 3.642 -1.117 -1.689  -0.717
C 1.170 1.906 -0.558  -0.211
N -0.154 2.503 -0.462  -0.487
C -0.566 3.166 0.835  0.889
O -1.697 2.828 1.203  -0.762
O 0.321 3.851 1.352  -0.701
C -1.040 1.625 -0.966  0.768
N -2.324 1.966 -1.265  -0.905
N -0.523 0.410 -1.128  -0.368
C -1.291 -0.689 -1.700  -0.238
C -1.822 -1.713 -0.687  0.395
N -2.259 -1.031 0.512  -0.834
N -2.918 -2.405 -1.440  -0.863
N -0.830 -2.698 -0.331  -0.845
H -1.342 2.492 3.760  0.271
H -0.642 2.388 5.370  0.240
H 0.408 2.706 3.991  0.234
H 1.238 1.631 2.500  0.195
H 2.445 0.342 2.593  0.185
H 0.251 -1.090 1.907  0.234
H -0.278 0.446 1.297  0.233
H 2.454 -0.125 0.391  0.224
H 1.449 -1.495 0.035  0.226
H 0.962 0.237 -3.129  0.210
H 2.365 1.047 -2.500  0.230
H 2.949 -0.945 -3.569  0.175
H 2.416 -3.132 -3.010  0.223
H 0.908 -2.317 -3.278  0.212
H 1.450 -2.708 -1.613  0.215
H 3.539 -1.872 -1.105  0.470
H 1.736 2.048 0.356  0.237
H 1.706 2.494 -1.301  0.204
H -2.915 2.252 -0.503  0.456
H -2.608 2.122 -2.212  0.410
H -0.751 -1.193 -2.495  0.221
H -2.180 -0.263 -2.153  0.226
H -2.511 -1.711 1.218  0.369
H -3.068 -0.454 0.329  0.369
H -3.745 -1.817 -1.471  0.353
H -3.183 -3.210 -0.882  0.357
H -1.133 -3.252 0.461  0.366
H -0.714 -3.333 -1.111  0.371

The highest occupied orbital energy is -0.331 Eh. The total energy comes out at -34150.4427 eV. As for the gap between HOMO and LUMO: 9.19 eV. Its LUMO energy is 0.18 eV.


[4]
Molecular formula: C5H10N2
Method: DFT, ωB97M-V with the def2-TZVPD basis set

Each line ends with the natural charge from an NBO analysis.
Element x y z (Å)
C 0.745 0.295 -1.816  -0.626
C -0.796 0.447 -1.643  -0.238
N -1.181 -0.207 -0.398  -0.493
C -0.782 0.590 0.503  0.195
C 0.311 0.122 1.367  -0.186
C 0.050 -0.901 2.381  -0.233
N 0.752 -1.247 1.158  -0.575
H 0.984 0.307 -2.882  0.214
H 1.106 -0.650 -1.392  0.224
H 1.339 1.085 -1.327  0.201
H -1.065 1.515 -1.705  0.175
H -1.314 -0.132 -2.381  0.196
H -1.008 1.665 0.473  0.147
H 1.111 0.860 1.422  0.220
H 0.640 -0.888 3.286  0.201
H -0.997 -1.182 2.462  0.198
H 0.106 -1.680 0.491  0.379

The highest occupied orbital energy is -0.315 Eh. The total energy comes out at -8323.9869 eV. The structure (SMILES) is CC/N=C/[C@H]1CN1. As for the gap between HOMO and LUMO: 9.17 eV. Its LUMO energy is 0.60 eV.


[5]
Molecular formula: C4H7N3O
Method: DFT, ωB97M-V with the def2-TZVPD basis set

Each line ends with the natural charge from an NBO analysis.
Element x y z (Å)
C 0.264 1.421 -0.387  -0.632
C -0.441 0.325 0.347  -0.346
C -1.945 0.115 0.259  0.054
N -2.356 -1.070 -0.051  -0.217
N -1.153 -1.777 -0.369  -0.355
C -0.065 -1.136 -0.001  0.351
N 1.169 -1.612 0.157  -0.301
O 2.253 -0.560 0.262  -0.588
H 1.299 1.678 -0.018  0.226
H 0.328 1.507 -1.441  0.230
H -0.402 2.295 -0.160  0.226
H -0.504 0.418 1.542  0.271
H -2.600 0.866 0.841  0.195
H 1.760 -2.458 -0.402  0.421
H 2.392 -0.011 -0.578  0.463

The highest occupied orbital energy is -0.324 Eh. The total energy comes out at -10774.1839 eV. The structure (SMILES) is C[C@H]1C=NN=C1NO. As for the gap between HOMO and LUMO: 9.08 eV. Its LUMO energy is 0.27 eV.


[6]
Molecular formula: C14H20
Method: DFT, ωB97M-V with the def2-TZVPD basis set

Each line ends with the natural charge from an NBO analysis.
Element x y z (Å)
C -0.195 3.525 0.837  -0.625
C 0.175 2.182 0.238  -0.399
C -0.891 1.521 -0.756  -0.207
C -2.183 1.361 0.013  -0.418
C -2.433 -0.208 -0.086  -0.199
C -1.916 -0.402 -1.496  -0.428
C -0.532 0.050 -1.196  -0.218
C -0.199 -0.865 -0.021  -0.211
C -1.420 -0.860 0.850  -0.234
C -1.527 -2.432 1.156  -0.256
C -0.359 -2.738 1.947  -0.218
C 0.730 -2.741 1.041  -0.173
C 0.028 -2.413 -0.279  -0.268
C -1.257 -3.195 -0.148  -0.396
H -0.801 4.047 0.014  0.212
H -0.702 3.288 1.768  0.208
H 0.713 4.080 1.238  0.217
H 1.170 2.238 -0.196  0.205
H 0.050 1.444 1.013  0.193
H -1.044 2.046 -1.710  0.209
H -3.043 1.929 -0.337  0.218
H -2.086 1.703 1.043  0.197
H -3.521 -0.570 0.017  0.214
H -2.350 0.190 -2.299  0.204
H -2.144 -1.356 -1.814  0.207
H 0.131 -0.074 -2.040  0.217
H 0.675 -0.348 0.494  0.228
H -1.295 -0.186 1.751  0.222
H -2.519 -2.780 1.579  0.216
H -0.274 -2.982 3.037  0.225
H 1.748 -2.974 1.142  0.216
H 0.642 -2.673 -1.176  0.215
H -2.021 -3.070 -0.927  0.203
H -1.210 -4.229 0.141  0.225

The highest occupied orbital energy is -0.316 Eh. The total energy comes out at -14839.6229 eV. The structure (SMILES) is CC[C@@H]1C[C@H]2C[C@@H]1[C@H]1[C@@H]2[C@@H]2C=C[C@H]1C2. As for the gap between HOMO and LUMO: 9.61 eV. Its LUMO energy is 1.02 eV.


Energy above the lowest of the compared OMol25 structures with the same formula, charge and spin in eV, matching the order above: 0.125; 0.557; 2.038; 3.346; 5.563; 1.792